14
Properties=species:S:1:pos:R:3 method="wB97M-V/def2-TZVPD" e_homo_ha=-0.52806 energy_ev=-10183.3755 gap_ha=0.303 spin_multiplicity=1 total_charge=+1 e_lumo_ev=-6.12 de_lowest_kj_mol=571.0
C -1.6581 -0.3871 -0.4464
C -2.9830 0.0922 0.1111
N -1.6625 -1.6401 -0.6238
N -0.6452 0.5799 -0.5182
N 1.2204 1.6246 -0.0398
N 0.6142 0.5280 -0.1480
O -3.3608 1.2088 0.0234
H 1.7755 -1.9378 -1.7419
H -3.6190 -0.8390 0.5250
H -1.1027 -2.1882 -1.3089
H -0.9245 1.6003 -0.6631
H 0.5837 2.4144 -0.0304
H 2.2873 1.6087 0.2056
H 1.4366 -1.3421 -1.2230